Computed, not measured: BrCu as an isolated structure, with ωB97M-V/def2-TZVPD.

```
! wB97M-V def2-TZVPD RIJCOSX def2/J DEFGRID3
* xyz 0 1
Br -1.4252 -0.1857 -1.8781
Cu 1.4252 0.1857 1.8781
*
```

Values from the calculation:
**Gap between HOMO and LUMO**: 3.57 eV
**Molecular weight**: 143.450 g/mol

Computed, not measured: a 7-piece molecular cluster, C45H54BrNPS overall, with ωB97M-V/def2-TZVPD.

```
! wB97M-V def2-TZVPD RIJCOSX def2/J DEFGRID3
* xyz 1 1
Br -0.0460 1.8865 1.6142
S -3.2653 3.6084 1.5042
P -3.1335 7.2710 4.0753
N -4.6350 5.9726 1.8550
C 9.4194 -6.5755 -3.8437
C -7.8361 1.1936 4.7620
C -8.1883 6.9722 2.9033
C 4.3715 -4.1197 -4.1333
C 3.7367 -4.4296 -2.9304
C 0.0260 -2.9684 -1.7538
C 11.1407 -6.7259 -1.6534
C 7.0863 -9.9485 -3.8663
C 4.0177 -5.6329 -2.2838
C 8.1629 -11.7345 -5.7179
C -3.0464 8.9825 3.2344
C -10.6579 8.2677 2.9169
C 11.6221 -6.9808 -2.9377
C 5.2906 -5.0112 -4.6861
C 10.7602 -6.9097 -4.0318
C 6.7799 -11.6348 -5.5687
C -6.2332 -0.5743 4.3867
C 0.6453 -0.8849 -0.6999
C -4.4080 9.4299 2.4271
C 0.5428 3.7491 1.0526
C -9.6218 8.7512 2.1184
C 8.4695 -10.0549 -4.0089
C -1.4857 5.6079 0.8311
C -5.7885 1.6541 3.5660
C 0.7964 -2.6348 -2.8674
C -4.5881 4.8816 0.9776
C 8.9392 -6.3152 -2.5598
C -10.4619 7.1331 3.7038
C -8.3872 8.1013 2.1093
C 9.7990 -6.3954 -1.4648
C -0.0464 -2.0960 -0.6682
C -0.5418 4.4818 0.0412
C 1.4128 -0.5496 -1.8150
C -7.0034 2.0913 4.0945
C -3.4778 5.8475 2.8493
C 1.4927 -1.4261 -2.8967
C -7.4506 -0.1384 4.9103
C -9.2257 6.4865 3.6988
C -4.6782 7.3494 5.2294
C -5.4047 0.3212 3.7110
C 4.9297 -6.5286 -2.8413
C -2.1822 5.0198 2.1943
C 9.0080 -10.9461 -4.9374
C 5.5688 -6.2162 -4.0415
C 6.2414 -10.7396 -4.6441
H 6.6665 -9.2491 -3.1476
H 5.1635 -10.6588 -4.5303
H -7.3010 3.1306 3.9850
H 9.1277 -9.4432 -3.3979
H 2.0961 -1.1676 -3.7625
H -4.6847 8.7515 1.5143
H 5.1434 -7.4690 -2.3407
H -8.0983 -0.8369 5.4336
H -4.1732 10.5078 1.9706
H -9.7754 9.6340 1.5035
H -7.5808 8.4755 1.4845
H -11.2711 6.7535 4.3214
H -5.1417 2.3524 3.0415
H -0.6423 -2.3587 0.2015
H -4.5915 8.3221 5.8940
H 11.8113 -6.7850 -0.8001
H -1.3352 4.6563 2.9332
H 9.4234 -6.1994 -0.4636
H -5.2755 4.7206 0.0408
H 1.5286 3.5706 0.4139
H 1.9497 0.3953 -1.8406
H -5.3723 6.7087 1.7585
H -5.3047 9.6093 3.1820
H -4.7097 6.3512 5.8403
H 3.5248 -5.8732 -1.3451
H -1.1786 3.6548 -0.4994
H -4.4586 -0.0196 3.2977
H 0.8547 -3.3158 -3.7123
H -7.2243 6.4697 2.9015
H 5.7899 -4.7672 -5.6205
H 11.1338 -7.1140 -5.0321
H -2.1445 9.1241 2.5023
H 6.1219 -12.2531 -6.1730
H 8.5827 -12.4278 -6.4426
H 8.7483 -6.5178 -4.6966
H -11.6194 8.7752 2.9251
H -5.6308 7.4975 4.5553
H -0.7510 6.5097 1.0876
H -2.9118 9.7820 4.1105
H 0.5860 -0.2031 0.1444
H 3.0233 -3.7334 -2.4974
H 6.2833 -6.9119 -4.4735
H 10.0858 -11.0256 -5.0522
H 7.8954 -6.0511 -2.4133
H 12.6679 -7.2357 -3.0852
H -0.5178 -3.9096 -1.7318
H -3.9139 5.0091 3.5706
H 4.1509 -3.1835 -4.6386
H -8.7860 1.5326 5.1679
H -5.9314 -1.6113 4.5043
H 0.7629 4.4529 1.9732
H -2.2409 6.0331 0.0342
H -9.0714 5.6045 4.3148
H 0.0505 5.0481 -0.8256
*
```

Values from the calculation:
**Gap between HOMO and LUMO**: 5.17 eV
**Molecular weight**: 751.879 g/mol

Computed, not measured: the molecule C31H40N4O4S, with ωB97M-V/def2-TZVPD.

```
! wB97M-V def2-TZVPD RIJCOSX def2/J DEFGRID3
* xyz 0 1
S 4.4069 -2.4039 1.2319
O 3.5288 -3.2565 1.9716
O -0.2339 0.0915 1.3317
O -1.5011 3.9400 0.1902
O 5.8130 -2.4312 1.5092
N 2.4263 3.1886 1.0055
N 4.2206 -2.7991 -0.3753
N -4.0399 -1.1283 -0.4663
N -2.1743 1.8834 0.8796
C -6.3425 -1.7456 1.1869
C -3.5530 1.9884 0.4724
C 3.0278 0.7686 -2.1613
C -6.5087 -1.1153 -0.1907
C 3.8547 4.4401 -0.5573
C 1.1031 3.3727 0.8345
C 4.7314 0.3372 1.3627
C 3.3061 4.3344 0.8632
C -1.2546 2.8234 0.6197
C -5.0441 -1.2454 1.8109
C 2.4564 -1.4257 -1.3783
C -3.3698 -2.9817 0.9904
C 1.9972 0.8437 1.2800
C -3.8213 -1.5099 0.9109
C 2.4766 -0.4629 1.3934
C 0.5436 1.0370 1.1948
C 3.8235 -0.7128 1.3873
C 5.1831 -2.2780 -1.3122
C 1.1113 -1.0812 -1.4528
C -2.0379 -3.1768 0.2768
C -5.3017 -1.4982 -1.0528
C 2.9101 1.9132 1.1865
C 4.8973 -0.8262 -1.7147
C -3.7902 1.3749 -0.9129
C 1.6915 1.1140 -2.2092
C 2.8682 -2.7866 -0.8779
C 0.1551 2.4012 0.9127
C 4.2843 1.6361 1.2771
C 0.7277 0.1793 -1.8673
C 3.4262 -0.5022 -1.7596
C -3.2781 -0.0759 -1.0686
H -4.1235 -3.6285 0.5412
H 5.3390 -0.6297 -2.6952
H 6.1613 -2.3642 -0.8390
H -3.2684 1.9922 -1.6477
H -5.1410 -0.1705 1.9821
H 5.1600 -2.9265 -2.1941
H -5.3241 -2.5884 -1.2019
H -2.9879 -0.9120 1.2943
H 3.0363 4.5433 -1.2656
H 3.7832 1.4881 -2.4462
H -1.8241 0.9701 1.1595
H -1.7086 -4.2111 0.3495
H 5.3766 -0.1466 -1.0045
H -4.1692 1.4923 1.2243
H 2.7273 5.2301 1.0983
H -3.2651 -3.2626 2.0398
H -5.3775 -1.0307 -2.0367
H -3.8093 3.0509 0.4448
H -7.4263 -1.4645 -0.6679
H 2.2208 -3.1225 -0.0668
H -6.5674 -0.0293 -0.0900
H -0.3185 0.4389 -1.9164
H 5.0107 2.4316 1.2571
H 2.7989 -3.5220 -1.6908
H -7.1866 -1.4874 1.8310
H 0.3645 -1.8062 -1.1666
H 4.4256 3.5531 -0.8191
H -4.8820 -1.7191 2.7806
H 0.7713 4.3808 0.6212
H -1.2791 -2.5376 0.7241
H 4.4997 5.3102 -0.6417
H 1.3974 2.1063 -2.5181
H -4.8567 1.4137 -1.1383
H -2.2584 -0.1378 -0.6805
H 4.1172 4.2630 1.5905
H -2.1393 -2.9150 -0.7739
H 1.7633 -1.2668 1.4797
H -6.3170 -2.8326 1.0895
H 5.7846 0.1074 1.4161
H -3.2273 -0.2844 -2.1457
*
```

Values from the calculation:
**Gap between HOMO and LUMO**: 7.44 eV
**Structure (SMILES)**: CC[C@@H]1CCCCN1CCCNC(=O)c1cn(CC)c2ccc(S(=O)(=O)N3CCc4ccccc4C3)cc2c1=O
**Molecular weight**: 564.752 g/mol

Computed, not measured: CH18B4BeCl2 as an isolated structure, with ωB97M-V/def2-TZVPD.

```
! wB97M-V def2-TZVPD RIJCOSX def2/J DEFGRID3
* xyz -2 1
Cl -1.2505 1.7638 -1.3325
Cl -3.3453 2.0900 0.6830
C -2.0651 2.9290 -0.2188
B -0.1940 0.4123 1.7706
B 1.2198 -2.6872 -0.5311
B -1.8153 -1.5182 -0.4857
B 2.7787 1.1077 -0.4601
Be 0.7933 -0.2521 -0.4184
H 2.5847 0.4313 -1.3808
H -0.8753 0.5653 0.8638
H 1.2624 -3.8150 -0.7183
H -2.7260 -0.9831 -0.0330
H 3.7275 1.7434 -0.4815
H -0.7168 0.7782 2.7222
H 1.7911 1.6867 -0.3109
H -2.0754 -2.4796 -1.0576
H -0.0671 -0.7221 1.8819
H 2.1929 -2.0923 -0.7171
H 0.9130 0.7237 1.7404
H -1.3576 3.3719 0.4765
H -1.2646 -0.8062 -1.2260
H 0.4959 -2.2677 -1.3271
H 0.7694 -2.4295 0.4886
H -2.5345 3.7488 -0.7559
H -1.0852 -1.7384 0.3557
H 2.8440 0.4394 0.4723
*
```

Values from the calculation:
**Gap between HOMO and LUMO**: 6.49 eV
**Molecular weight**: 153.321 g/mol